Density functional theory data (ωB97M-V with the def2-TZVPD basis set) for a structure of composition C12H17N3PS2Tl.

Last column: natural (NBO) charge in e.
Atoms and positions in Å:
Tl: -0.544 -4.632 1.129  0.50
S: -0.272 -2.365 2.590  -0.42
C: 1.175 -1.575 1.987  -0.24
C: 1.524 -0.342 2.565  -0.21
C: 2.546 0.451 2.068  -0.29
C: 3.270 0.010 0.962  -0.26
C: 2.979 -1.227 0.409  -0.26
C: 1.956 -2.057 0.905  -0.21
S: 1.707 -3.596 0.106  -0.40
H: 0.947 -0.005 3.418  0.22
H: 2.778 1.398 2.540  0.22
H: 4.071 0.612 0.552  0.22
H: 3.557 -1.590 -0.432  0.23
C: 0.284 1.380 -1.239  -0.05
N: 0.073 0.275 -0.237  -0.47
C: -0.938 0.744 0.804  -0.07
N: -2.159 1.146 0.180  -0.45
C: -1.898 2.190 -0.802  -0.07
N: -0.951 1.780 -1.839  -0.45
C: -1.523 0.735 -2.699  -0.53
P: -1.980 -0.829 -1.796  0.76
C: -0.371 -0.994 -0.900  -0.57
C: -2.878 0.002 -0.393  -0.53
H: 0.988 1.015 -1.986  0.22
H: 0.727 2.214 -0.692  0.22
H: 0.955 0.077 0.257  0.53
H: -0.468 1.582 1.317  0.21
H: -1.089 -0.090 1.493  0.27
H: -1.487 3.058 -0.282  0.20
H: -2.835 2.480 -1.278  0.21
H: -0.806 0.486 -3.484  0.23
H: -2.405 1.144 -3.196  0.23
H: 0.427 -1.319 -1.568  0.26
H: -0.459 -1.752 -0.119  0.29
H: -3.040 -0.736 0.395  0.24
H: -3.860 0.333 -0.736  0.23

Computed properties:
**Kohn-Sham gap**: 7.3 eV
**HOMO energy**: -7.0 eV
**Energy above the lowest of the compared OMol25 structures with the same formula, charge and spin**: 0.0 kJ/mol
**LUMO**: 0.22 eV
**Charge**: 0

Density functional theory data (ωB97M-V with the def2-TZVPD basis set) for an isolated molecule of C5H10O.

Last column: natural (NBO) charge in e.
Atoms and positions in Å:
C: -1.880 0.502 -0.662  -0.61
C: -0.683 -0.423 -0.873  -0.42
C: 0.075 -0.725 0.420  0.05
O: 1.238 -1.533 0.178  -0.71
C: 0.834 0.393 1.101  -0.17
C: 1.621 1.193 0.377  -0.47
H: -2.600 0.067 0.041  0.20
H: -2.412 0.691 -1.601  0.21
H: -1.563 1.470 -0.258  0.21
H: -1.013 -1.381 -1.297  0.22
H: 0.005 0.007 -1.610  0.20
H: -0.609 -1.251 1.105  0.18
H: 1.030 0.204 2.156  0.21
H: 1.862 -0.803 -0.044  0.48
H: 2.494 1.675 0.801  0.21
H: 1.402 1.405 -0.669  0.20

Computed properties:
**Kohn-Sham gap**: 10.8 eV
**HOMO energy**: -9.7 eV
**Energy above the lowest of the compared OMol25 structures with the same formula, charge and spin**: 151.9 kJ/mol
**LUMO**: 1.08 eV
**Charge**: 0
**Structure (SMILES)**: C=C[C@H](O)CC

Density functional theory data (ωB97M-V with the def2-TZVPD basis set) for a cluster of 2 separate species, C4H6N in total.

Last column: natural (NBO) charge in e.
Atoms and positions in Å:
C: -1.204 0.793 0.093  -0.26
C: -0.022 1.306 0.047  0.47
C: -0.789 -0.581 -0.217  -0.32
C: 1.234 0.694 -0.281  -0.44
N: 0.746 -0.640 -0.061  -0.05
H: -2.230 1.241 0.268  0.33
H: -1.103 -1.486 0.397  0.28
H: -1.096 -0.897 -1.213  0.27
H: 1.387 0.658 -1.411  0.30
H: 2.140 0.712 0.437  0.32
H: 0.936 -1.800 1.939  0.10

Computed properties:
**Kohn-Sham gap (alpha / beta)**: 7.2 / 8.2 eV
**HOMO energy (alpha / beta)**: -14.8 / -15.6 eV
**Energy above the lowest of the compared OMol25 structures with the same formula, charge and spin**: 796.5 kJ/mol
**LUMO (alpha / beta)**: -7.60 / -7.41 eV
**Charge**: +1

Density functional theory data (ωB97M-V with the def2-TZVPD basis set) for a structure of composition C9H13O3.

Last column: natural (NBO) charge in e.
Atoms and positions in Å:
C: 2.577 -0.734 -0.613  -0.62
C: 1.854 0.136 0.385  -0.43
C: 0.383 0.002 0.054  0.24
C: -0.386 -1.290 0.345  0.01
C: -1.756 -1.435 -0.343  0.21
C: -2.518 -0.246 -0.212  -0.27
C: -1.958 0.992 -0.048  -0.23
C: -0.591 1.321 -0.268  0.22
C: -0.117 2.747 -0.005  -0.65
O: -2.249 -2.661 -0.731  -0.60
O: 0.179 0.664 -1.207  -0.50
O: 0.392 -2.517 0.392  -0.71
H: 3.595 -0.905 -0.301  0.21
H: 2.043 -1.682 -0.675  0.23
H: 2.534 -0.254 -1.587  0.22
H: 2.052 -0.169 1.424  0.20
H: 2.137 1.202 0.335  0.23
H: -0.699 -1.160 1.411  0.18
H: -2.302 -2.419 0.256  0.49
H: -3.552 -0.441 -0.110  0.22
H: -2.646 1.785 0.222  0.22
H: -0.927 3.484 -0.077  0.22
H: 0.365 2.946 0.970  0.22
H: 0.590 3.105 -0.756  0.23
H: 1.000 -2.470 1.141  0.47

Computed properties:
**Kohn-Sham gap (alpha / beta)**: 7.7 / 8.7 eV
**HOMO energy (alpha / beta)**: -7.1 / -9.0 eV
**Energy above the lowest of the compared OMol25 structures with the same formula, charge and spin**: 289.3 kJ/mol
**LUMO (alpha / beta)**: 0.56 / -0.32 eV
**Charge**: 0
**Spin multiplicity**: 2